[1]
Density functional theory data (wB97M-V/def2-TZVPD) for 7 unconnected molecules or ions with the total composition C35H67ClF3O15P at a distorted geometry.

Positions of all 122 atoms, in Å:
C  1.9496  -3.6263  0.3368
C  0.4830  -4.0322  0.3946
O  0.2185  -5.1750  0.3803
O  -0.5387  -3.1560  0.5075
C  -0.1754  -1.7855  0.3157
C  0.0985  -1.4056  -1.1661
C  -0.7294  -0.1628  -1.5987
P  0.2960  1.2003  -2.3613
C  1.7493  0.3645  -3.1813
C  3.1051  0.6113  -2.5035
C  4.1838  1.2483  -3.4149
Cl  3.7435  -1.0657  -2.0563
C  0.8612  2.2911  -0.9267
C  0.8767  1.5888  0.4373
O  1.9284  0.6531  0.5681
C  1.1297  2.6110  1.5867
F  0.6563  3.8142  1.3357
F  0.7431  2.1574  2.7635
F  2.4658  2.7741  1.6997
H  2.5111  -4.4666  -0.0730
H  2.1393  -2.7528  -0.2949
H  2.3756  -3.4037  1.3184
H  -1.0366  -1.1988  0.6436
H  0.6531  -1.4646  0.9609
H  -0.2721  -2.2638  -1.7419
H  1.1724  -1.3446  -1.3661
H  -1.4078  -0.4823  -2.4159
H  -1.3719  0.2696  -0.8312
H  1.5145  -0.7044  -3.2423
H  1.7948  0.7006  -4.2243
H  3.0646  1.1417  -1.5540
H  5.1518  0.9840  -2.9799
H  4.0867  2.3360  -3.3224
H  4.0888  0.8799  -4.4356
H  0.0916  3.0695  -0.8770
H  1.8232  2.7753  -1.1254
H  -0.0756  1.1070  0.7037
H  2.0283  0.1708  -0.2615
C  -4.2337  3.6804  2.0530
C  -4.3707  4.0076  0.5789
O  -3.6070  3.1050  -0.2318
C  -4.0235  1.9074  -0.6670
C  -5.2669  1.2854  -0.0817
O  -3.3419  1.3233  -1.4679
H  -4.6265  2.6984  2.2842
H  -4.7654  4.4184  2.6597
H  -3.1917  3.6820  2.3311
H  -5.4113  4.0454  0.2489
H  -3.9513  4.9958  0.3879
H  -4.9782  0.6270  0.7374
H  -5.7519  0.6991  -0.8600
H  -6.0004  2.0070  0.2698
C  -2.8288  -2.1807  4.7535
C  -2.1791  -1.5940  3.5183
O  -2.7657  -0.3229  3.1640
C  -2.3935  0.8438  3.6979
C  -1.5340  0.8419  4.9356
O  -2.8151  1.8740  3.2243
H  -2.6801  -1.5445  5.6282
H  -2.4139  -3.1663  4.9685
H  -3.9064  -2.2765  4.6092
H  -1.0912  -1.5066  3.6113
H  -2.3643  -2.2493  2.6718
H  -2.1768  0.9094  5.8132
H  -0.8846  1.7139  4.8992
H  -0.8856  -0.0278  5.0193
C  0.8615  -5.8457  5.4446
C  1.4815  -5.1955  4.2256
O  0.8743  -3.9243  3.9462
C  1.2443  -2.7756  4.5162
C  2.1502  -2.8013  5.7207
O  0.7861  -1.7410  4.0940
H  1.0182  -5.2479  6.3441
H  1.2904  -6.8343  5.6089
H  -0.2167  -5.9474  5.3129
H  2.5648  -5.0970  4.3045
H  1.2886  -5.8126  3.3484
H  1.5404  -2.7789  6.6237
H  2.7795  -1.9139  5.6921
H  2.8190  -3.6575  5.7495
C  0.9753  -2.4444  -7.2002
C  -0.2153  -3.2680  -6.7541
O  -0.4887  -3.0785  -5.3634
C  -1.2364  -2.0732  -4.8783
C  -1.5958  -0.9140  -5.7767
O  -1.5447  -2.0751  -3.7181
H  0.7902  -1.3756  -7.0857
H  1.2084  -2.6435  -8.2467
H  1.8492  -2.6839  -6.5931
H  -1.1052  -3.0756  -7.3551
H  0.0135  -4.3266  -6.8682
H  -0.8625  -0.1188  -5.6420
H  -2.5764  -0.5469  -5.4813
H  -1.6637  -1.1741  -6.8305
C  -2.9071  6.6832  -2.1841
C  -3.0489  6.9992  -3.6575
O  -2.2945  6.0890  -4.4619
C  -2.7452  4.8825  -4.8618
C  -3.9847  4.3073  -4.2184
O  -2.1160  4.2574  -5.6667
H  -3.3017  5.6936  -1.9489
H  -3.4388  7.4196  -1.5794
H  -1.8558  6.6838  -1.8945
H  -4.0921  7.0302  -3.9769
H  -2.6331  7.9853  -3.8605
H  -3.6867  3.6605  -3.3921
H  -4.5102  3.7150  -4.9645
H  -4.6884  5.0570  -3.8621
C  6.9147  -0.6343  1.6903
C  5.7073  -1.2473  1.0113
O  5.1638  -2.3319  1.7787
C  4.2795  -2.1546  2.7740
C  4.0371  -0.7622  3.3061
O  3.7431  -3.1130  3.2710
H  6.6566  -0.2040  2.6587
H  7.3454  0.1509  1.0681
H  7.6739  -1.3957  1.8724
H  4.9317  -0.5147  0.7864
H  6.0114  -1.6773  0.0588
H  4.6820  -0.5957  4.1686
H  2.9958  -0.6927  3.6176
H  4.1937  0.0260  2.5742

Values from the calculation:
- Orbital gap: 8.31 eV
- LUMO level: 0.023 Eh
- Net charge: 0
- HOMO energy: -0.282 hartree
- 2S+1: 1

[2]
Density functional theory data (wB97M-V/def2-TZVPD) for C4H7NO2 in the gas phase.

Positions of all 14 atoms, in Å:
O  2.6199  1.3913  -0.1548
C  2.0981  0.2965  -0.2568
N  0.8124  0.0343  0.0487
C  -0.0116  -1.1669  0.0803
C  -1.2411  -0.2470  0.1948
O  -1.8320  -0.1468  -1.0763
C  -0.2500  0.8970  0.5362
H  2.6281  -0.6003  -0.6350
H  0.1606  -1.7655  0.9838
H  0.0104  -1.7963  -0.8118
H  -1.9739  -0.5010  0.9692
H  -2.4902  0.5590  -1.0580
H  -0.1610  1.0809  1.6151
H  -0.3687  1.8445  0.0055

Values from the calculation:
- Energy relative to the best compared isomer or geometry (same formula, charge and spin): 39.6 kcal/mol
- Orbital gap: 10.08 eV
- LUMO level: 0.024 Eh
- Net charge: 0
- HOMO energy: -0.346 hartree
- 2S+1: 1